(1)
{
  "formula": "C31H30IrN6OSSe2",
  "method": "ωB97M-V/def2-TZVPD",
  "lumo_energy_ev": [-10.7, -12.9],
  "s2": 8.8302,
  "spin_multiplicity": 6,
  "charge": 4,
  "elements": ["Ir", "Se", "Se", "C", "C", "C", "C", "C", "N", "C", "C", "C", "C", "C", "N", "H", "H", "H", "H", "H", "H", "H", "H", "O", "S", "C", "C", "C", "C", "H", "H", "H", "H", "H", "H", "H", "H", "C", "C", "C", "N", "C", "C", "H", "H", "H", "H", "H", "N", "C", "C", "C", "C", "C", "C", "N", "C", "C", "C", "C", "N", "C", "C", "H", "H", "H", "H", "H", "H", "H", "H", "H"],
  "coordinates": [[-2.221, -1.085, 0.344], [-5.174, -1.386, -0.023], [-5.065, 0.939, -0.227], [-3.970, 1.312, 1.298], [-4.390, 2.335, 2.137], [-3.589, 2.707, 3.205], [-2.396, 2.032, 3.417], [-2.054, 1.015, 2.553], [-2.816, 0.658, 1.501], [-4.259, -1.894, -1.623], [-4.929, -2.421, -2.707], [-4.177, -2.841, -3.802], [-2.798, -2.704, -3.769], [-2.202, -2.157, -2.648], [-2.918, -1.764, -1.584], [-5.345, 2.814, 1.965], [-3.903, 3.498, 3.875], [-1.750, 2.276, 4.248], [-1.143, 0.446, 2.696], [-6.007, -2.505, -2.698], [-4.666, -3.269, -4.667], [-2.185, -3.024, -4.600], [-1.128, -2.045, -2.578], [0.071, 1.570, -0.582], [-1.007, 2.099, -1.686], [-1.769, 3.441, -0.745], [-0.879, 4.661, -0.953], [-0.502, 4.645, -2.430], [-0.042, 3.219, -2.757], [-1.894, 3.086, 0.277], [-2.752, 3.557, -1.211], [0.005, 4.599, -0.317], [-1.423, 5.564, -0.681], [0.300, 5.345, -2.659], [-1.357, 4.913, -3.050], [0.998, 3.039, -2.478], [-0.201, 2.907, -3.788], [-2.258, -5.098, 3.199], [-2.990, -3.975, 3.558], [-2.906, -2.843, 2.774], [-2.123, -2.781, 1.681], [-1.410, -3.872, 1.339], [-1.455, -5.042, 2.066], [-2.315, -6.004, 3.788], [-3.629, -3.976, 4.430], [-3.479, -1.955, 3.007], [-0.804, -3.795, 0.444], [-0.877, -5.897, 1.745], [5.268, -0.506, 0.877], [6.511, -0.110, 0.399], [7.786, -0.308, 0.829], [8.802, 0.275, 0.026], [8.534, 1.024, -1.153], [7.258, 1.218, -1.577], [6.206, 0.641, -0.787], [4.889, 0.683, -0.986], [4.346, -0.011, 0.028], [2.892, -0.196, 0.129], [2.275, -0.927, 1.161], [0.865, -1.123, 1.132], [0.054, -0.642, 0.237], [0.605, 0.212, -0.796], [2.091, 0.349, -0.838], [5.112, -1.042, 1.716], [8.047, -0.868, 1.717], [9.831, 0.138, 0.335], [9.367, 1.435, -1.708], [7.019, 1.778, -2.471], [2.828, -1.378, 1.973], [0.423, -1.747, 1.903], [0.240, -0.139, -1.768], [2.532, 0.900, -1.659]],
  "forces_ev_per_a": [[0.108, -0.012, -0.095], [-0.145, -0.039, 0.183], [-0.084, -0.063, -0.135], [0.015, 0.108, 0.102], [-0.038, -0.019, -0.050], [-0.016, 0.059, 0.054], [0.042, -0.027, 0.013], [0.000, -0.069, -0.018], [0.052, 0.114, 0.013], [0.124, -0.018, -0.114], [0.077, 0.011, -0.009], [0.010, -0.002, -0.010], [0.007, -0.013, -0.027], [-0.044, 0.035, 0.045], [-0.092, 0.039, 0.028], [0.006, 0.004, -0.004], [-0.011, -0.002, -0.009], [0.001, -0.008, 0.000], [0.011, 0.018, -0.008], [-0.002, -0.006, 0.006], [-0.005, 0.003, 0.003], [-0.006, 0.002, -0.001], [0.005, -0.014, 0.003], [-0.034, 0.002, -0.209], [0.043, 0.013, 0.132], [-0.026, -0.052, -0.046], [0.001, 0.012, 0.013], [0.000, -0.010, -0.009], [-0.008, -0.015, 0.024], [0.001, -0.019, 0.024], [0.006, 0.031, 0.013], [-0.004, -0.004, 0.004], [0.005, 0.005, -0.004], [-0.003, 0.003, -0.007], [-0.001, -0.001, -0.002], [-0.003, -0.001, 0.008], [0.009, 0.007, -0.002], [0.010, -0.004, -0.009], [-0.009, 0.006, 0.018], [0.024, 0.052, -0.033], [-0.094, -0.185, 0.040], [-0.003, 0.037, -0.016], [-0.007, -0.021, 0.029], [0.000, 0.002, 0.000], [0.002, -0.003, -0.003], [-0.008, -0.003, 0.004], [0.001, 0.010, 0.001], [0.000, 0.005, -0.002], [-0.059, 0.031, 0.036], [-0.011, 0.052, -0.087], [0.088, 0.014, -0.010], [-0.029, -0.020, 0.041], [0.017, -0.011, 0.011], [-0.062, -0.017, 0.017], [0.045, -0.023, 0.007], [-0.010, 0.021, 0.009], [0.005, -0.036, -0.026], [0.019, -0.020, 0.034], [-0.034, -0.012, -0.002], [0.091, -0.052, 0.020], [0.061, 0.075, -0.070], [0.083, 0.056, 0.072], [0.000, -0.012, 0.015], [0.000, -0.016, -0.011], [-0.015, -0.003, -0.002], [0.006, 0.014, -0.020], [0.010, -0.009, 0.012], [-0.006, 0.002, 0.004], [-0.013, 0.000, -0.002], [-0.015, 0.010, 0.010], [-0.051, -0.020, 0.000], [-0.034, 0.013, 0.000]]
}

***

(2)
{
  "formula": "C5H13NO",
  "method": "ωB97M-V/def2-TZVPD",
  "lumo_energy_ev": 1.0,
  "relative_energy_kj_mol": 133.13,
  "charge": 0,
  "smiles": "CCCCNCO",
  "elements": ["C", "C", "C", "C", "N", "C", "O", "H", "H", "H", "H", "H", "H", "H", "H", "H", "H", "H", "H", "H"],
  "coordinates": [[-0.663, -1.414, 2.447], [-0.519, -0.015, 1.855], [-1.147, 0.089, 0.464], [-0.202, -0.312, -0.642], [0.717, 0.726, -1.000], [1.231, 0.713, -2.332], [2.125, 1.809, -2.443], [-1.676, -1.527, 2.821], [-0.423, -2.210, 1.752], [-0.049, -1.503, 3.339], [0.495, 0.399, 1.833], [-1.079, 0.636, 2.533], [-2.004, -0.582, 0.404], [-1.652, 1.032, 0.240], [-0.791, -0.621, -1.521], [0.285, -1.261, -0.372], [0.737, 1.580, -0.465], [0.415, 0.849, -3.060], [1.774, -0.228, -2.491], [2.426, 1.842, -3.360]],
  "forces_ev_per_a": [[0.338, 0.443, 0.396], [-0.722, 0.667, 0.055], [-0.642, -0.404, -0.015], [-0.372, -0.279, -0.607], [0.489, -0.296, 0.333], [0.051, 0.612, 0.507], [0.081, -0.082, -0.195], [-0.278, -0.213, -0.282], [0.063, -0.152, -0.098], [0.317, -0.186, 0.020], [0.050, -0.420, 0.030], [0.111, 0.191, -0.028], [-0.007, -0.417, 0.238], [0.598, 0.398, 0.109], [-0.094, 0.344, -0.082], [0.338, 0.129, 0.238], [-0.137, -0.025, -0.400], [0.055, -0.305, -0.200], [-0.208, -0.085, -0.230], [-0.031, 0.079, 0.211]]
}

***

(3)
{
  "formula": "C25H49O11Rb",
  "method": "ωB97M-V/def2-TZVPD",
  "lumo_energy_ev": -0.3,
  "relative_energy_kj_mol": 99.94,
  "charge": 0,
  "elements": ["Rb", "O", "C", "O", "O", "H", "C", "C", "O", "C", "H", "H", "H", "H", "H", "H", "C", "C", "O", "C", "H", "H", "H", "H", "H", "H", "C", "C", "O", "C", "H", "H", "H", "H", "H", "H", "C", "C", "O", "C", "H", "H", "H", "H", "H", "H", "C", "C", "O", "C", "H", "H", "H", "H", "H", "H", "C", "C", "O", "C", "H", "H", "H", "H", "H", "H", "C", "C", "O", "C", "H", "H", "H", "H", "H", "H", "C", "C", "O", "C", "H", "H", "H", "H", "H", "H"],
  "coordinates": [[-3.889, -3.658, 1.814], [-0.767, -0.604, 0.353], [-1.968, -0.692, -0.192], [-2.331, 0.179, -0.963], [-2.729, -1.639, 0.022], [-0.642, 0.311, 0.092], [-1.282, 2.537, 2.409], [-0.463, 3.836, 2.442], [-0.508, 4.593, 1.479], [0.173, 4.171, 3.785], [-0.719, 1.955, 1.680], [-2.237, 2.755, 1.930], [-1.457, 2.096, 3.390], [-0.497, 4.109, 4.643], [0.508, 5.207, 3.751], [1.002, 3.472, 3.898], [4.227, 1.849, 0.837], [3.535, 1.575, 2.183], [3.801, 2.283, 3.156], [2.542, 0.435, 2.266], [5.038, 1.185, 0.536], [4.698, 2.823, 0.965], [3.438, 1.857, 0.085], [2.061, 0.501, 3.242], [2.899, -0.582, 2.100], [1.670, 0.708, 1.672], [-0.635, -5.213, -0.357], [-0.448, -4.495, 0.980], [-1.237, -4.642, 1.910], [0.863, -3.811, 1.119], [-1.328, -6.030, -0.151], [0.278, -5.651, -0.760], [-1.148, -4.614, -1.109], [1.015, -3.396, 2.115], [0.960, -2.960, 0.445], [1.672, -4.527, 0.975], [1.856, 3.798, -0.990], [0.951, 2.612, -1.295], [0.791, 1.669, -0.511], [0.106, 2.657, -2.556], [2.826, 3.624, -1.455], [1.983, 3.900, 0.088], [1.417, 4.691, -1.434], [0.769, 2.791, -3.411], [-0.624, 3.467, -2.554], [-0.501, 1.765, -2.713], [-3.288, 3.594, -2.416], [-3.900, 2.487, -3.243], [-5.102, 2.309, -3.274], [-3.058, 1.636, -4.145], [-4.134, 4.085, -1.934], [-2.705, 4.313, -2.992], [-2.721, 3.171, -1.587], [-3.627, 0.876, -4.678], [-2.386, 1.050, -3.517], [-2.468, 2.317, -4.759], [-0.688, -1.602, -3.549], [-1.675, -2.617, -4.033], [-2.833, -2.282, -4.231], [-1.242, -4.056, -4.111], [-0.163, -2.092, -2.729], [-1.244, -0.690, -3.333], [-0.019, -1.355, -4.374], [-0.958, -4.530, -3.171], [-0.449, -4.114, -4.856], [-2.126, -4.610, -4.429], [2.744, -0.722, -1.492], [3.138, -2.196, -1.366], [2.383, -3.082, -1.806], [4.325, -2.446, -0.457], [2.173, -0.569, -2.408], [3.701, -0.200, -1.465], [2.148, -0.395, -0.641], [5.269, -2.407, -1.001], [4.201, -3.451, -0.052], [4.169, -1.724, 0.344], [-1.817, -0.105, 5.684], [-2.037, -1.093, 4.538], [-3.038, -1.734, 4.345], [-0.934, -1.240, 3.526], [-1.427, 0.870, 5.392], [-1.078, -0.471, 6.397], [-2.732, 0.119, 6.231], [-1.133, -0.632, 2.644], [-1.019, -2.266, 3.169], [0.082, -1.048, 3.869]],
  "forces_ev_per_a": [[0.364, 0.701, -0.214], [1.467, -0.041, 1.286], [-3.422, -1.156, -1.654], [0.669, 3.240, -1.528], [-0.111, -3.250, 2.196], [1.401, 0.693, -0.205], [0.547, 0.937, -0.663], [-2.208, 0.752, 0.184], [0.819, -0.886, 1.163], [0.352, 0.615, -0.958], [-0.153, -0.773, 0.298], [0.007, 0.032, 0.022], [0.365, -0.220, -0.239], [-0.231, -0.461, -0.254], [0.391, -0.144, -0.043], [0.203, 0.105, 0.363], [-0.438, 0.538, 0.760], [1.514, 0.210, 0.856], [-0.749, -1.052, -1.459], [-1.009, 1.022, 0.923], [-0.288, -0.503, 0.268], [-0.188, 0.125, -0.288], [0.237, 0.028, -0.218], [0.519, -0.306, 0.460], [0.105, 0.250, -0.334], [0.228, -0.389, -0.932], [-0.983, -0.416, 0.592], [0.073, -0.979, -0.026], [0.400, 0.396, -0.943], [0.429, 0.901, 0.994], [-0.014, -0.170, -0.022], [0.085, 0.406, 0.042], [0.307, 0.404, 0.114], [-0.321, -0.095, 0.170], [-0.047, -0.275, -0.415], [-0.046, -0.012, -0.439], [-0.384, -0.615, -0.199], [-1.540, -0.888, 0.934], [0.846, 1.431, -0.704], [0.285, -0.199, -0.183], [0.103, 0.050, -0.058], [-0.046, 0.062, -0.125], [0.099, 0.044, 0.145], [-0.014, 0.163, -0.183], [0.381, 0.330, 0.224], [0.365, -0.214, 0.376], [-0.736, -0.238, 0.641], [-1.044, -0.488, -0.983], [0.134, 0.418, 0.569], [0.699, -0.202, 0.705], [0.052, 0.285, -0.181], [0.064, -0.156, -0.023], [0.392, -0.127, -0.192], [-0.190, 0.536, -0.209], [0.262, 0.162, 0.148], [0.119, -0.279, -0.360], [-0.244, -0.108, -0.664], [-1.428, 0.643, 0.948], [0.773, -0.585, -0.351], [-0.802, -0.242, -0.588], [0.335, 0.634, 0.159], [0.200, -0.225, 0.610], [0.457, -0.202, 0.069], [0.456, 0.519, 0.005], [0.157, -0.366, 0.146], [0.144, -0.088, -0.361], [0.811, -0.937, -0.409], [-2.681, -0.848, -0.291], [2.012, 1.479, 0.742], [-1.103, -0.856, -0.354], [0.112, 0.148, 0.092], [-0.211, 0.592, -0.248], [-0.055, -0.171, 0.083], [0.044, 0.442, 0.269], [0.190, -0.025, 0.015], [0.797, 0.111, 0.046], [-0.599, 0.058, 0.318], [1.232, 0.988, -0.409], [-1.015, -0.202, 0.603], [0.147, -0.507, -0.069], [0.126, -0.155, -0.602], [0.024, -0.349, -0.063], [-0.108, -0.354, -0.045], [-0.060, 0.221, 0.054], [0.268, -0.048, -0.086], [-0.101, 0.128, 0.185]]
}

***

(4)
{
  "formula": "C24H31N5O4S",
  "method": "ωB97M-V/def2-TZVPD",
  "lumo_energy_ev": 0.5,
  "relative_energy_kj_mol": 95.42,
  "charge": 0,
  "smiles": "CCOc1ccc(CCNC(=O)C2CCN(c3nn4c(=O)cc(C)nc4s3)CC2)cc1OCC",
  "elements": ["C", "C", "O", "C", "C", "C", "C", "C", "C", "N", "C", "O", "C", "C", "C", "N", "C", "N", "N", "C", "O", "C", "C", "C", "N", "C", "S", "C", "C", "C", "C", "O", "C", "C", "H", "H", "H", "H", "H", "H", "H", "H", "H", "H", "H", "H", "H", "H", "H", "H", "H", "H", "H", "H", "H", "H", "H", "H", "H", "H", "H", "H", "H", "H", "H"],
  "coordinates": [[2.499, 3.279, 0.150], [1.194, 2.839, 0.794], [0.237, 2.702, -0.244], [-1.013, 2.239, 0.045], [-1.485, 2.064, 1.340], [-2.771, 1.613, 1.589], [-3.633, 1.328, 0.543], [-5.036, 0.840, 0.792], [-5.283, -0.556, 0.203], [-4.349, -1.529, 0.722], [-3.419, -2.126, -0.052], [-3.393, -2.006, -1.259], [-2.430, -3.000, 0.730], [-1.447, -3.695, -0.218], [-0.521, -2.682, -0.894], [0.129, -1.855, 0.094], [1.409, -1.501, 0.044], [1.954, -0.641, 0.833], [3.278, -0.510, 0.605], [4.086, 0.366, 1.377], [3.595, 1.025, 2.269], [5.452, 0.332, 0.949], [5.882, -0.464, -0.073], [7.305, -0.515, -0.522], [5.038, -1.277, -0.756], [3.801, -1.265, -0.392], [2.549, -2.239, -1.124], [-0.767, -1.159, 0.994], [-1.630, -2.170, 1.739], [-3.164, 1.492, -0.751], [-1.875, 1.931, -1.029], [-1.611, 2.066, -2.361], [-0.289, 2.038, -2.868], [0.409, 0.705, -2.623], [2.384, 4.255, -0.316], [2.799, 2.564, -0.612], [3.272, 3.328, 0.911], [0.863, 3.593, 1.519], [1.338, 1.882, 1.311], [-0.842, 2.288, 2.175], [-3.098, 1.499, 2.612], [-5.751, 1.528, 0.336], [-5.228, 0.818, 1.868], [-6.306, -0.876, 0.428], [-5.142, -0.546, -0.879], [-4.318, -1.643, 1.722], [-3.014, -3.762, 1.260], [-1.998, -4.226, -0.995], [-0.854, -4.416, 0.347], [0.236, -3.202, -1.484], [-1.123, -2.053, -1.560], [6.135, 0.970, 1.485], [7.915, 0.186, 0.039], [7.692, -1.523, -0.387], [7.361, -0.284, -1.583], [-0.167, -0.569, 1.685], [-1.409, -0.488, 0.412], [-2.281, -1.634, 2.430], [-0.990, -2.834, 2.324], [-3.798, 1.280, -1.598], [0.306, 2.860, -2.461], [-0.427, 2.195, -3.943], [1.358, 0.685, -3.151], [0.595, 0.569, -1.560], [-0.213, -0.113, -2.981]],
  "forces_ev_per_a": [[-0.412, -0.091, 0.136], [0.400, 0.013, 0.313], [-0.375, -0.009, -0.301], [0.088, 0.018, -0.049], [0.155, 0.114, -0.061], [-0.055, -0.005, -0.063], [0.003, 0.036, 0.126], [0.054, -0.187, -0.191], [-0.169, 0.194, -0.013], [-0.308, 0.207, 0.279], [0.084, -0.447, 0.504], [0.038, 0.038, -0.467], [0.147, -0.145, -0.099], [-0.140, 0.160, -0.153], [-0.123, -0.238, -0.310], [-0.203, -0.129, 0.064], [1.031, -0.219, -0.479], [-0.932, 0.432, 0.658], [0.625, -0.321, -0.541], [-0.183, -0.055, 0.018], [-0.046, 0.128, 0.130], [0.252, -0.034, -0.114], [-0.172, 0.249, 0.311], [-0.021, 0.075, 0.087], [-0.086, -0.490, -0.526], [0.211, 0.125, 0.094], [-0.298, 0.238, 0.317], [-0.145, 0.104, 0.472], [0.002, 0.112, -0.131], [0.237, 0.053, 0.084], [-0.098, -0.067, 0.031], [-0.259, 0.161, 0.326], [0.623, -0.116, -0.299], [-0.319, 0.310, 0.011], [0.016, 0.100, -0.063], [0.076, -0.098, -0.074], [0.100, 0.008, 0.058], [-0.035, -0.084, -0.043], [-0.086, 0.112, -0.029], [0.127, 0.026, 0.058], [-0.064, -0.015, 0.114], [-0.090, 0.013, 0.085], [-0.049, 0.063, 0.010], [0.063, 0.045, -0.125], [-0.110, -0.016, 0.103], [0.137, -0.086, -0.085], [0.014, 0.062, -0.038], [0.030, -0.041, -0.001], [0.006, -0.020, 0.015], [-0.071, -0.007, -0.009], [0.161, -0.092, -0.010], [0.053, 0.057, 0.048], [0.101, 0.031, 0.007], [0.047, -0.058, 0.006], [0.024, 0.024, -0.066], [-0.138, 0.008, -0.102], [0.071, 0.079, 0.024], [0.002, 0.013, 0.060], [-0.010, 0.007, 0.052], [-0.071, -0.062, -0.163], [-0.134, -0.118, -0.149], [0.050, -0.001, 0.140], [0.137, -0.022, -0.037], [0.073, -0.030, 0.121], [-0.038, -0.113, -0.072]]
}

***

It is found that the largest force on an atom values, taken in the order of the records, are 0.0046; 0.0192; 0.0773; 0.0237 hartree/bohr.